Entry 1:
34
Properties=species:S:1:pos:R:3:forces:R:3 method="wB97M-V/def2-TZVPD" s2=2.01 charge=+1 e_homo_ev="-9.434 / -13.451" spin_multiplicity=3 e_above_lowest_kj_mol=198.4
O -1.068650 -1.459790 -0.747104 2.981 1.641 -0.259
N 1.650049 -1.012345 0.163829 -1.317 -0.544 0.421
C -1.204482 -0.589746 1.469063 -0.298 2.031 0.754
C 0.908482 0.243939 -0.215198 -1.702 0.120 -0.948
C 2.960659 -1.186877 -0.597890 -1.465 -0.194 2.206
C 1.373502 1.542742 0.252616 -1.064 -5.797 4.964
C -1.729865 0.905151 -0.554179 -0.489 -2.058 -0.433
C -2.127198 1.954561 0.439776 -0.010 0.064 0.709
C -2.289283 -2.076945 -0.720180 -2.369 -2.162 1.435
C 1.759272 -1.053861 1.651236 -1.026 -0.921 2.600
C 1.536991 2.545122 -0.646816 0.871 7.825 0.476
C -0.927329 -0.263758 0.041159 1.225 0.690 -0.716
H 0.916660 0.295284 -1.323711 -0.128 -0.396 0.519
H -2.532147 -2.546516 -1.730272 0.266 0.865 1.348
H -3.047382 -1.310146 -0.376720 0.234 -1.316 -0.749
H -2.288215 -2.945206 0.092323 -0.158 1.617 -1.625
H 1.057461 -0.324330 2.111279 0.653 -0.411 -0.692
H 1.008761 -1.794127 -0.243357 0.933 1.345 1.354
H 2.731222 -0.779667 2.093969 -0.049 -0.299 -0.972
H 3.518993 -0.262207 -0.472910 0.095 -0.096 -0.358
H -2.980228 1.749282 1.127677 0.836 -0.257 -0.507
H 1.410347 -2.040945 2.151641 0.909 1.310 -1.407
H -1.125426 1.293775 -1.392436 -0.681 0.035 0.219
H 1.545359 1.802169 1.288630 0.111 -0.603 0.217
H 1.552518 2.321362 -1.588048 0.258 -1.001 -5.577
H 2.463851 -1.344112 -1.540104 1.474 -0.436 -1.027
H 3.424020 -2.022483 -0.018590 0.041 0.399 -1.407
H 1.800940 3.605484 -0.379599 -0.473 -1.439 -0.159
H -2.651181 0.367228 -0.946617 0.988 1.124 0.010
H -2.374007 2.825469 -0.088457 -0.780 1.272 -0.890
H -1.258101 2.298189 0.983556 0.301 -0.144 0.657
H -2.281832 -0.814492 1.559104 0.529 0.106 0.387
H -0.597334 -1.392757 1.742738 0.263 -1.780 0.456
H -0.870203 0.218534 2.194191 -0.959 -0.588 -1.004

***

Entry 2:
18
Properties=species:S:1:pos:R:3:forces:R:3 method="wB97M-V/def2-TZVPD" charge=0 smiles=CC(C)NCN e_homo_ev=-8.486 e_above_lowest_kj_mol=147.7
N 0.445187 0.455327 -0.970050 0.626 1.135 0.084
N -1.147708 -1.424310 -1.330189 -0.548 1.275 0.055
C 0.309066 1.493581 1.272559 1.708 0.073 0.867
C 0.661345 -0.976315 1.081705 1.850 -0.283 -1.154
C -0.839765 0.095850 -1.405859 -1.433 -1.506 -1.166
C 0.940403 0.404626 0.428723 -1.585 -0.602 -1.552
H 0.682448 1.186513 2.269431 -1.531 0.185 0.219
H -0.740535 1.603707 1.026368 -0.319 -0.433 0.773
H 1.181332 0.305646 -1.635917 -0.185 -0.218 -0.174
H 0.721735 2.498885 1.247335 0.330 0.128 -0.934
H 0.988274 -1.719660 0.342090 -0.349 0.041 -0.019
H -1.715268 0.544219 -0.938900 0.526 0.698 0.968
H -1.083803 0.401556 -2.462607 1.136 -0.327 0.701
H -1.661201 -1.504298 -0.449840 0.426 -0.394 0.068
H 2.037749 0.472158 0.340758 -0.461 0.262 0.161
H -1.927576 -1.531711 -1.978182 0.203 -0.279 -0.311
H -0.353579 -1.281288 1.380334 0.535 0.668 0.393
H 1.501895 -1.024485 1.782241 -0.928 -0.422 1.022

***

Entry 3:
43
Properties=species:S:1:pos:R:3:forces:R:3 method="wB97M-V/def2-TZVPD" charge=0 smiles="COc1ccc([C@@H](O)P(=O)(OC(C)C)OC(C)C)cc1" e_homo_ev=-8.606 e_above_lowest_kj_mol=1482.2
P -0.102785 1.466394 0.402813 -8.077 0.220 12.803
O -0.100728 -0.021626 1.244311 -2.049 3.452 -3.072
O -0.736284 2.488655 1.495992 2.602 -2.366 -4.443
O -2.524929 1.176224 -0.360919 -7.755 3.439 5.593
O 1.254806 1.453867 -0.005305 7.237 2.082 -3.875
O -0.107284 -4.157456 -2.903986 1.973 7.839 -0.961
C -0.901906 -5.147696 -2.587274 -1.289 -1.117 5.193
C 0.182366 -0.016419 2.581865 8.713 -2.727 -1.079
C 2.341084 3.289780 1.252498 -6.163 12.299 -10.896
C -1.857562 -1.232322 -1.075824 -0.296 0.231 0.375
C -0.778665 -0.051808 3.589740 -8.933 1.766 3.094
C 0.085030 -0.435851 -2.262121 -6.545 -3.042 2.410
C -0.452966 -2.816194 -2.430713 7.465 -2.246 -5.352
C 1.018332 -1.378981 2.490243 -3.213 -1.609 7.167
C -1.278791 1.143558 -0.718741 -0.496 2.660 -6.457
C 0.374910 -1.659683 -2.716734 0.530 -1.500 -1.886
C -1.214626 -0.052718 -1.493464 3.803 -8.235 -0.402
C 1.988172 2.846636 -0.364464 -0.642 -2.919 10.623
C 1.269682 3.730900 -1.053596 -9.151 -0.848 -4.326
C -1.362985 -2.577775 -1.657909 -13.756 1.151 9.096
H -1.209778 1.897239 -1.579568 0.921 0.320 0.773
H 0.513893 0.400107 -2.409248 4.234 5.337 -1.906
H -0.336007 -5.836793 -3.083917 0.757 -3.576 -0.340
H 0.257304 -2.228570 2.483853 0.994 0.871 -0.607
H -1.547764 0.962730 3.536562 2.631 -2.224 0.271
H -1.725247 -0.769527 3.479311 2.320 0.619 -0.526
H 1.476433 3.606385 1.769529 -1.163 -0.185 0.393
H -0.977032 -5.177422 -1.362854 0.168 -0.852 -2.738
H 1.411932 -1.493768 3.609666 -0.497 -0.071 -1.816
H 0.238971 4.048352 -0.566477 2.008 -0.881 -0.444
H -2.927567 1.966996 0.350290 2.828 -3.199 -2.951
H 2.778970 2.344760 -0.591555 5.159 -1.896 -2.733
H -0.583681 -0.214282 4.681751 0.851 0.437 -1.280
H -1.883887 -5.178855 -2.950903 -1.715 0.514 -0.727
H 2.851575 2.706221 1.669456 7.885 -8.620 6.000
H 2.865651 4.404982 0.955905 -0.720 -3.122 1.344
H -2.749965 -1.128956 -0.180348 2.727 -0.767 -3.049
H 1.866265 -1.596989 1.958465 1.667 0.418 -2.208
H 1.674366 4.591064 -1.231528 3.033 5.018 -0.941
H 1.108483 -1.834692 -3.509710 0.372 0.316 0.629
H -2.294356 -3.422934 -1.290974 3.325 2.143 -1.264
H 1.167061 0.573125 2.938351 -2.467 0.289 -1.109
H 0.929505 3.333340 -2.102468 0.723 0.580 1.625